1.
Density functional theory data (ωB97M-V/def2-TZVPD) for a molecular structure, C29H38N3O at a distorted geometry.

The geometry in ORCA input format:
```
! RIJCOSX wB97M-V def2-TZVPD def2/J DEFGRID3
* xyz 1 1
H 6.9777 1.8064 1.2917
H 2.6230 -3.1308 -0.3334
C 1.5043 -0.6127 0.1787
C -1.4118 1.7616 -2.7737
H -4.0089 -4.1248 1.1736
C 1.0811 1.6748 -2.7093
H 4.5630 2.6579 1.8814
C -5.0837 -2.2838 1.3912
C -2.6034 -2.4979 1.4001
N -4.9550 -0.8742 1.0921
C -4.8794 1.9893 0.8327
H -6.9926 -0.7530 0.8641
C 1.3125 0.7778 0.3135
C -2.4054 1.7132 0.5468
H -3.8973 -3.0554 -0.2241
H -2.4993 -2.7263 2.4708
H 0.7116 -1.2433 -0.2455
H 4.2524 -4.2369 0.9904
C -6.1403 1.1987 0.5023
C 5.2472 -2.3574 0.7151
O -0.1087 2.1217 -4.7960
H 6.4336 0.0134 -0.2429
H -1.3574 0.4656 -4.4600
H -0.2415 0.8929 -1.2492
H -4.9886 2.4358 1.8338
H 7.0837 -0.7190 1.2418
H 1.8479 1.0039 -2.2946
H -1.7526 -2.9722 0.8947
C 2.4179 1.5855 0.6368
N 5.0545 -0.9534 1.0047
C 2.6914 -1.2121 0.5800
H -5.1836 -2.4353 2.4812
H -4.7678 2.8209 0.1293
C -1.3200 1.5566 -4.2820
H 1.9437 -3.0683 1.2839
C -3.6434 1.1517 0.8198
C -6.1782 -0.1261 1.2445
H 1.9021 1.9973 -4.7276
C -2.5500 -1.0164 1.2147
C -3.7395 -0.2570 1.0356
H 5.0329 2.5070 0.1991
C 6.1062 1.1938 1.5311
H -6.0189 -2.6299 0.9358
C 2.7745 -2.6997 0.6680
C -1.3293 -0.3650 1.1773
H 6.0976 1.0397 2.6146
C -3.9034 -3.0826 0.8706
H -6.3876 0.0528 2.3152
C -1.2243 0.9419 0.6610
H 6.1981 -2.6590 1.1666
H 1.0627 0.4217 -4.4264
C 3.6659 1.0275 0.8762
C 0.0040 1.3986 -0.0403
C 4.8342 1.9244 1.1127
C 4.0959 -3.1887 1.2504
H 0.0602 2.4923 -0.1167
H -0.4323 -0.9292 1.4413
H -2.3487 2.7528 0.1939
H -2.1227 2.0613 -4.8386
H 4.0649 -3.1161 2.3424
H 1.3197 2.7216 -2.4195
H -6.1783 1.0102 -0.5761
C 6.2416 -0.1486 0.8341
H -1.5744 2.8335 -2.5251
H 5.3285 -2.5082 -0.3764
H 2.2869 2.6738 0.6502
N -0.1921 1.2370 -2.2291
C 1.0533 1.5110 -4.2266
C 3.8199 -0.3872 0.8339
H -2.2466 1.1658 -2.3738
H -7.0274 1.7785 0.7672
*
```



2.
Density functional theory data (ωB97M-V/def2-TZVPD) for a molecular structure, C29H38N3O3P2RhS3Te.

The geometry in ORCA input format:
```
! RIJCOSX wB97M-V def2-TZVPD def2/J DEFGRID3
* xyz 0 5
H -3.9901 1.5525 5.2245
C -1.4414 2.5601 -0.7686
C -3.0820 -1.4604 -4.2058
H 3.7963 -2.0853 -3.5927
H 0.0333 -0.0283 6.0596
H 1.0556 2.8572 6.3944
H 4.3680 -6.2218 -3.8395
H -2.7036 2.6889 5.6254
H 0.5522 2.9699 -1.4464
O -1.6947 1.5561 0.0251
C -1.1177 -0.2383 -2.6347
C 2.4492 -5.6320 -4.6322
H -2.0939 5.0846 4.5348
H 1.7553 2.4157 -3.3224
H -3.9342 1.8291 2.2731
C 3.4467 -5.6821 -3.6588
H -0.9722 1.1160 6.9772
C 2.1954 1.4275 -3.3711
N -2.4694 1.6681 3.7878
H -0.9269 4.2406 5.5743
S -0.5171 -1.4909 2.7708
C -0.1846 -3.6196 -3.0008
H -0.6461 3.6985 1.4288
H -0.1433 5.2462 2.1156
C -3.2111 -1.4350 -2.8237
H -0.3995 5.5857 4.5579
O -0.1966 1.5495 2.4589
C 3.3590 -1.0940 -3.5304
C -3.2558 1.0889 2.7095
H 1.8441 -1.6953 -2.1554
H -2.6216 0.7371 1.9104
C 2.2630 -0.8752 -2.7097
C 1.2891 -4.9480 -4.3695
H -4.0766 -1.8825 -2.3487
O -2.0302 3.6231 -0.7872
H 2.4208 -4.3617 -0.0409
C 3.3018 1.2163 -4.1885
C -1.0628 4.7170 4.6054
C 2.1169 -3.6381 -0.7935
C 2.0889 -4.3165 -2.1555
Rh -0.2685 0.0145 0.7453
S 2.0294 -1.0344 4.3513
N -0.7331 3.8008 3.5229
H -2.3636 -0.7863 -0.9741
C -1.0029 -0.2624 -4.0242
C -1.9795 -0.8672 -4.8055
H -0.4870 -3.0566 -2.1340
H 4.0306 -5.0728 -1.6984
C 1.6630 0.3789 -2.6236
H 4.7367 -0.2034 -4.9160
C 1.0647 2.3041 5.4494
C -0.8557 4.4211 2.2016
C 3.2480 -5.0320 -2.4494
H 3.7041 2.0392 -4.7664
Te 0.4256 -2.7220 0.2547
H -0.8953 -3.6405 -3.8175
H -3.9016 3.1112 4.3886
H -1.8747 -0.8775 -5.8835
H 0.5042 -4.9061 -5.1165
H -0.5901 2.5866 -2.7448
H 2.5858 -6.1306 -5.5838
C 1.1922 -1.3191 2.9892
S 2.0851 -1.3904 1.4417
C 3.8819 -0.0422 -4.2718
H 1.7486 1.4587 5.5501
H -3.8409 -1.9382 -4.8138
N -0.2793 1.8274 5.1190
H 1.4443 2.9615 4.6723
H -1.6284 0.2725 5.5599
P 0.1667 0.5749 -1.6014
C -2.2372 -0.8245 -2.0464
P -0.8996 2.1534 3.6353
H -0.1411 0.1854 -4.5057
C -0.2808 2.3282 -1.7343
C -3.3037 2.2953 4.8085
H -3.8465 0.2524 3.0967
C 1.0556 -4.2746 -3.1374
H -1.8623 4.8148 2.0290
C -0.7396 0.7385 5.9750
H 2.8805 -2.8622 -0.7992
*
```

The expectation value of S² is 6.067.



Energy above the lowest of the compared OMol25 structures with the same formula, charge and spin? In order: 130.4, 173.7 kJ/mol.